1.
{
  "formula": "C28H29Cl4F14LiMgN3NaO5S",
  "method": "the ωB97M-V functional and the def2-TZVPD basis",
  "elements": ["C", "C", "C", "C", "C", "N", "C", "C", "C", "C", "C", "F", "F", "C", "F", "F", "C", "F", "F", "C", "F", "F", "S", "F", "F", "F", "F", "F", "C", "F", "C", "C", "O", "N", "O", "C", "N", "H", "H", "H", "H", "H", "H", "H", "H", "H", "C", "C", "C", "C", "C", "C", "H", "H", "H", "H", "H", "H", "Cl", "O", "H", "H", "Li", "Cl", "C", "C", "Cl", "H", "H", "H", "H", "Mg", "Cl", "C", "O", "H", "H", "H", "Na", "C", "C", "O", "H", "H", "H", "H", "H"],
  "coordinates": [[3.44533, -6.68108, 3.45794], [3.62768, -5.26990, 3.50245], [4.14688, -3.71388, 3.61144], [3.09367, -2.68414, 2.81882], [2.33852, -1.58000, 3.74477], [1.39303, -0.57090, 3.15883], [1.24642, -0.68565, 1.66798], [0.24178, 0.42475, 0.93324], [-0.52230, 1.52634, 1.87657], [-2.13650, 1.65960, 1.62765], [-3.03815, 0.55250, 2.49938], [-2.86304, 0.98591, 3.93629], [-2.35689, -0.74823, 2.31263], [-4.61850, 0.58610, 2.06826], [-5.23120, 1.72531, 2.84988], [-4.84244, 0.92149, 0.64061], [-5.47658, -0.76054, 2.56920], [-6.83831, -0.21163, 2.92861], [-4.83182, -1.19164, 3.82572], [-5.56652, -1.86535, 1.37872], [-6.64531, -1.38370, 0.43530], [-4.33746, -1.97094, 0.52289], [-6.03869, -3.59871, 1.86455], [-6.94471, -3.12848, 3.23488], [-7.45168, -3.47144, 0.86315], [-5.18272, -4.15210, 0.44264], [-4.60261, -3.90087, 2.74299], [-6.50626, -5.22354, 2.18782], [0.03039, 0.40169, -0.71355], [-0.79976, 1.36055, -1.48137], [0.79274, -0.77688, -1.62300], [1.74103, -1.85351, -0.83046], [2.39221, -2.90446, -1.65802], [3.32149, -2.24776, -2.37949], [3.06808, -2.40143, -3.56324], [2.01628, -1.84086, 0.81911], [2.95958, -2.89109, 1.33624], [3.54953, -7.87022, 3.45404], [4.38828, -3.35741, 4.70121], [5.16941, -3.61713, 3.00442], [2.53619, -1.55395, 4.90673], [-0.35594, 1.40103, 3.02785], [-0.05230, 2.58660, 1.59373], [-2.40213, 1.67132, 0.48862], [-2.45612, 2.71892, 2.07380], [0.61819, -0.82212, -2.79749], [6.73815, 1.90021, -3.92922], [6.84853, 2.86034, -2.92386], [5.95626, 2.85473, -1.85212], [4.95874, 1.88192, -1.78068], [4.85076, 0.91950, -2.78417], [5.73727, 0.93079, -3.86070], [7.43159, 1.90698, -4.76608], [7.63013, 3.61416, -2.97608], [6.03834, 3.60705, -1.07238], [4.26636, 1.87441, -0.94303], [4.07435, 0.16047, -2.72750], [5.64940, 0.18422, -4.64511], [-9.15168, -2.15360, 1.08630], [4.48838, -5.38434, -0.02600], [3.99599, -5.55158, -0.84367], [3.96060, -4.71300, 0.43196], [4.14832, -0.52276, -0.67816], [1.27851, 6.91430, 1.14240], [0.28456, 6.29436, -0.19935], [-1.08674, 5.83286, 0.26705], [-0.99695, 4.36424, 1.27210], [0.83842, 5.48488, -0.68539], [0.17736, 7.11246, -0.91731], [-1.71053, 5.58664, -0.59746], [-1.59805, 6.60914, 0.84506], [2.04832, 5.10373, -2.22531], [-7.85168, 0.35373, 4.91219], [7.75595, -1.59703, -5.69255], [8.01970, -0.55933, -4.91275], [6.78744, -1.59910, -6.22096], [8.44663, -1.78727, -6.53163], [7.73190, -2.59272, -5.21813], [5.04832, -1.30401, -4.49982], [-8.00328, 1.50303, -1.34391], [-7.69228, 3.00940, -1.29310], [-8.01033, 3.50911, -2.47624], [-7.41561, 0.98866, -2.11461], [-7.75542, 1.04058, -0.38139], [-9.06650, 1.31002, -1.53509], [-6.64467, 3.07629, -0.96026], [-8.22532, 3.38398, -0.40537]],
  "e_homo_ha": -0.233,
  "gap_ev": 1.8519,
  "molar_mass_da": 981.6,
  "total_charge": 0
}

2.
{
  "formula": "C28H29ClN3O4V",
  "method": "the ωB97M-V functional and the def2-TZVPD basis",
  "elements": ["V", "C", "N", "C", "C", "C", "N", "C", "C", "C", "C", "C", "C", "C", "O", "C", "C", "C", "N", "C", "C", "C", "C", "C", "C", "C", "O", "H", "H", "H", "H", "H", "H", "H", "H", "H", "H", "H", "H", "H", "H", "H", "H", "H", "H", "H", "H", "H", "H", "H", "H", "H", "Cl", "C", "C", "C", "C", "O", "C", "C", "O", "C", "H", "H", "H", "H"],
  "coordinates": [[-0.27118, -0.29064, 0.59369], [2.52481, -1.17626, 1.26863], [1.71228, -0.07021, 1.81667], [1.72872, -0.16247, 3.28953], [0.77959, -1.15795, 3.94521], [-0.69626, -1.04814, 3.55295], [-0.86515, -1.56367, 2.20533], [-1.24329, -2.78045, 2.08423], [-1.17247, -3.56415, 0.87697], [-1.78974, -4.82626, 0.87454], [-1.66985, -5.69070, -0.18597], [-0.87253, -5.30042, -1.27596], [-0.23404, -4.08657, -1.29426], [-0.37178, -3.15413, -0.22921], [0.23929, -2.03165, -0.29789], [2.37097, 1.18944, 1.41619], [1.54784, 2.46772, 1.66007], [0.10606, 2.33286, 2.14404], [-0.76804, 1.56915, 1.25396], [-1.71005, 2.30196, 0.67201], [-2.71649, 1.86471, -0.25250], [-3.64205, 2.80775, -0.74216], [-4.62390, 2.46861, -1.64090], [-4.71176, 1.13755, -2.08138], [-3.83411, 0.18686, -1.61623], [-2.81152, 0.51579, -0.69269], [-1.99041, -0.40352, -0.26425], [3.54536, -1.11961, 1.67373], [2.56530, -1.09094, 0.18414], [2.07946, -2.13299, 1.53444], [1.52858, 0.82576, 3.69758], [2.75613, -0.40900, 3.59673], [0.86873, -0.99602, 5.02397], [1.10724, -2.18441, 3.75768], [-1.03105, -0.00925, 3.57456], [-1.30370, -1.62132, 4.26493], [-1.59835, -3.31386, 2.97554], [-2.37497, -5.11034, 1.74408], [-2.16516, -6.65244, -0.18132], [-0.75413, -5.97322, -2.11811], [0.38416, -3.78338, -2.12900], [2.60423, 1.09154, 0.35912], [3.33185, 1.25482, 1.94874], [1.51654, 3.02806, 0.72215], [2.06398, 3.10844, 2.38257], [-0.28721, 3.34903, 2.25977], [0.06181, 1.89328, 3.14208], [-1.74738, 3.36572, 0.92470], [-3.55985, 3.83386, -0.39516], [-5.31422, 3.21971, -2.00307], [-5.47583, 0.85415, -2.79660], [-3.88585, -0.84340, -1.94691], [1.54487, 3.69279, -6.37209], [2.06839, 2.82122, -4.94305], [3.44662, 2.58045, -4.75476], [3.88539, 1.90920, -3.65529], [2.99306, 1.40986, -2.62428], [3.44259, 0.81770, -1.62576], [1.58819, 1.67344, -2.86881], [0.54122, 1.24839, -1.99472], [0.66480, 0.61387, -0.93868], [1.17179, 2.37469, -4.02223], [4.14697, 2.93936, -5.49964], [4.94082, 1.72108, -3.50257], [-0.47631, 1.52696, -2.30946], [0.11105, 2.55156, -4.16558]],
  "e_homo_ha": [-0.089, -0.114],
  "gap_ev": [4.9335, 5.6137],
  "molar_mass_da": 558.0,
  "total_charge": -1,
  "multiplicity": 2
}

3.
{
  "formula": "C28H29ClN6O2S4Ti",
  "method": "the ωB97M-V functional and the def2-TZVPD basis",
  "elements": ["Ti", "C", "C", "S", "C", "C", "S", "C", "C", "S", "C", "C", "S", "H", "H", "H", "H", "H", "H", "H", "H", "H", "H", "H", "H", "H", "H", "H", "H", "Cl", "C", "C", "C", "C", "O", "C", "C", "O", "C", "H", "H", "H", "H", "C", "C", "N", "C", "C", "C", "C", "C", "C", "C", "C", "N", "C", "N", "H", "H", "H", "H", "H", "H", "H", "H", "H", "N", "C", "N", "C", "N"],
  "coordinates": [[1.46111, 0.28823, 0.09237], [1.03611, 3.52155, -2.13595], [0.58656, 2.48451, -3.15268], [1.61929, 1.01988, -2.95864], [0.64773, -0.23916, -3.80058], [-0.77891, -0.45122, -3.29900], [-0.96967, -0.39560, -1.49684], [-2.46444, 0.62157, -1.38498], [-2.92382, 0.77056, 0.05982], [-1.65560, 1.23934, 1.26017], [-1.56945, 3.03018, 1.08189], [-0.96323, 3.57463, -0.20331], [0.74627, 3.02568, -0.42491], [0.53225, 4.47533, -2.29784], [2.10605, 3.71539, -2.22792], [0.68369, 2.89154, -4.16025], [-0.46274, 2.23408, -2.98735], [1.23162, -1.15550, -3.72098], [0.60114, -0.00967, -4.86604], [-1.13774, -1.41717, -3.65925], [-1.43873, 0.31451, -3.70899], [-3.24984, 0.12352, -1.95681], [-2.28778, 1.59425, -1.84449], [-3.30543, -0.18778, 0.41947], [-3.75515, 1.47640, 0.10802], [-0.98899, 3.37040, 1.94148], [-2.57131, 3.44868, 1.19479], [-0.95038, 4.66487, -0.14943], [-1.56301, 3.29301, -1.06791], [5.34176, 4.63459, 4.62181], [4.27714, 3.57765, 3.76667], [3.17633, 3.02565, 4.43786], [2.29675, 2.18166, 3.80279], [2.48294, 1.86259, 2.44755], [1.62330, 1.07099, 1.84387], [3.60563, 2.40507, 1.78392], [3.88653, 2.03236, 0.44020], [3.18611, 1.24526, -0.22503], [4.50003, 3.26726, 2.45318], [3.02949, 3.27566, 5.48013], [1.45092, 1.75714, 4.32529], [4.78463, 2.43540, -0.03975], [5.35660, 3.67055, 1.92930], [1.29206, -3.19511, 2.97326], [1.54033, -2.11585, 2.15140], [0.57502, -1.49252, 1.46152], [-0.66515, -1.95108, 1.57604], [-1.02126, -3.03591, 2.37871], [-0.01209, -3.65413, 3.10022], [-2.43721, -3.42694, 2.51384], [-3.35314, -3.50366, 1.54561], [-3.15404, -3.35140, 0.09259], [-4.17627, -2.82211, -0.69176], [-3.93020, -2.70206, -2.04785], [-2.78387, -3.08765, -2.59841], [-1.89010, -3.61417, -1.76851], [-2.00584, -3.75898, -0.45448], [2.10651, -3.66219, 3.50760], [2.54865, -1.73333, 2.03921], [-1.42833, -1.43890, 1.01016], [-0.23876, -4.49046, 3.74867], [-2.76916, -3.63638, 3.52444], [-4.37625, -3.70933, 1.83994], [-5.12370, -2.52360, -0.26383], [-4.68098, -2.29086, -2.71512], [-0.96540, -3.96129, -2.21511], [2.03918, -1.36119, -0.97242], [2.20009, -2.36373, -1.56586], [2.38511, -3.45463, -2.16790], [1.80777, -3.62948, -3.34884], [1.30326, -3.79690, -4.37477]],
  "e_homo_ha": [-0.404, -0.414],
  "gap_ev": [7.4280, 7.5785],
  "relative_energy_ev": 0.6146,
  "molar_mass_da": 693.2,
  "total_charge": 1,
  "multiplicity": 2
}